Entry 1:
Density functional theory data (ωB97M-V/def2-TZVPD) for one molecule with the formula C7H10N2 at a distorted geometry.

Last column: natural (NBO) charge in e.
CARTESIAN COORDINATES (ANGSTROEM)
C: -1.311 1.716 -0.220  -0.43
N: -0.736 0.679 -0.929  -0.47
C: 0.605 0.452 -0.590  -0.03
C: 0.838 0.152 0.903  -0.14
N: 1.882 -0.806 0.364  -0.62
C: 1.204 -1.036 -0.761  -0.06
C: -0.179 -1.620 -0.326  -0.28
C: -0.410 -0.740 0.871  -0.28
C: -1.318 -0.547 -0.416  -0.04
H: -0.701 2.621 -0.422  0.21
H: -2.338 2.225 -0.508  0.21
H: -1.423 1.306 0.919  0.18
H: 1.583 1.074 -1.005  0.21
H: 1.018 0.851 1.785  0.23
H: 2.617 -0.142 0.308  0.35
H: 1.944 -1.714 -1.443  0.24
H: -0.294 -2.644 0.166  0.25
H: -0.652 -1.058 1.863  0.23
H: -2.330 -0.771 -0.559  0.23

Calculated values
- Total charge: 0
- Relative energy (zero: lowest compared OMol25 entry of this formula, charge and spin): 6.661 eV
- DFT total energy: -10394.950 eV
- Structure (SMILES): CN1[C@H]2[C@@H]3N[C@H]2[C@H]2[C@@H]3[C@H]21

---

Entry 2:
Density functional theory data (ωB97M-V/def2-TZVPD) for C11H11NO3 as an isolated structure at a distorted geometry.

Last column: natural (NBO) charge in e.
CARTESIAN COORDINATES (ANGSTROEM)
C: -2.322 1.625 -1.022  -0.19
C: -1.970 0.677 -2.028  -0.21
C: -1.672 1.792 0.213  -0.21
C: -1.121 -0.361 -1.597  -0.14
C: -0.720 0.857 0.515  -0.18
C: -0.450 -0.221 -0.325  -0.14
C: 1.080 -3.175 1.401  0.44
C: 0.377 -1.278 -0.001  -0.02
C: 1.029 -1.650 1.377  -0.37
C: 2.180 -0.974 0.760  0.08
C: 2.604 0.403 1.010  -0.67
N: 2.949 -1.867 -0.026  0.51
O: 0.153 -3.812 0.934  -0.58
O: 2.685 -3.048 0.159  -0.39
O: 3.646 -1.361 -0.863  -0.37
H: -2.955 2.431 -1.369  0.21
H: -2.335 0.807 -3.068  0.23
H: -2.118 2.399 0.943  0.22
H: -1.099 -1.290 -2.232  0.23
H: -0.077 1.061 1.301  0.20
H: 1.797 -3.750 1.993  0.15
H: 0.416 -2.033 -0.718  0.23
H: 0.513 -1.037 2.070  0.25
H: 1.660 1.137 0.863  0.23
H: 3.185 0.676 0.117  0.26
H: 3.086 0.716 1.965  0.24

Calculated values
- Total charge: 0
- Relative energy (zero: lowest compared OMol25 entry of this formula, charge and spin): 7.357 eV
- DFT total energy: -19211.128 eV

---

Entry 3:
Density functional theory data (ωB97M-V/def2-TZVPD) for one molecule with the formula C2H4N4 at a distorted geometry.

Last column: natural (NBO) charge in e.
CARTESIAN COORDINATES (ANGSTROEM)
C: -0.471 -1.112 0.508  0.25
N: 0.148 -1.301 -0.576  -0.32
N: 0.741 -0.150 -1.113  -0.49
C: 0.412 1.030 -0.568  0.23
N: -0.254 1.281 0.500  -0.33
N: -0.747 0.129 1.117  -0.53
H: -0.952 -1.956 1.062  0.19
H: 1.193 -0.220 -2.015  0.40
H: 0.888 1.881 -1.008  0.18
H: -0.959 0.419 2.093  0.41

Calculated values
- Total charge: 0
- Relative energy (zero: lowest compared OMol25 entry of this formula, charge and spin): 2.723 eV
- DFT total energy: -8096.591 eV
- Structure (SMILES): C1=NNC=NN1

---

Entry 4:
Density functional theory data (ωB97M-V/def2-TZVPD) for one molecule with the formula C7H11NO3 at a distorted geometry.

Last column: natural (NBO) charge in e.
CARTESIAN COORDINATES (ANGSTROEM)
C: 2.432 0.586 0.548  -0.09
C: 1.551 1.732 0.168  -0.44
C: 0.306 1.221 -0.585  0.02
C: 0.553 -0.023 -1.370  0.25
C: -1.165 -0.485 -0.002  0.53
C: -0.894 -1.440 1.161  -0.65
C: -2.647 -0.443 -0.378  -0.64
N: 2.251 -0.534 -0.008  0.08
O: 2.738 -1.658 0.042  -0.48
O: -0.705 0.818 0.321  -0.52
O: -0.428 -0.905 -1.154  -0.46
H: 3.206 0.748 1.291  0.19
H: 1.209 2.266 1.057  0.23
H: 2.097 2.440 -0.462  0.21
H: -0.082 2.038 -1.217  0.20
H: 1.049 -0.082 -2.319  0.22
H: -1.350 -2.405 0.962  0.22
H: -1.306 -1.014 2.073  0.22
H: 0.178 -1.574 1.281  0.24
H: -2.796 0.278 -1.179  0.22
H: -3.232 -0.139 0.485  0.22
H: -2.965 -1.424 -0.715  0.22

Calculated values
- Total charge: 0
- Relative energy (zero: lowest compared OMol25 entry of this formula, charge and spin): 4.357 eV
- DFT total energy: -15066.286 eV